Entry 1:
38
Properties=species:S:1:pos:R:3:forces:R:3:nbo_charge:R:1 method="wB97M-V/def2-TZVPD" charge=-1 max_force_ev_per_a=4.2 homo_energy_ev="-2.9 / -2.9" lumo_energy_ev="1.55 / 1.23" orbital_gap_ev="4.5 / 4.2" spin_multiplicity=2
C -0.308 0.550 2.469 -0.196 -1.206 1.233 -0.04
H 1.277 -0.978 5.089 -0.349 -0.025 -0.145 0.23
C 2.588 -0.884 -2.309 -0.481 0.415 0.175 -0.37
H -1.119 -1.695 5.550 0.096 0.469 -0.549 0.22
S -0.627 2.364 0.388 -0.945 -0.801 -0.815 -0.19
C 2.045 -0.312 -3.498 -0.085 0.472 0.533 -0.38
C 2.780 0.170 -1.361 -0.523 -0.213 -0.144 -0.36
Yb -1.052 -0.369 -0.528 4.077 1.117 -0.230 1.72
O 2.878 1.542 3.517 -0.559 -0.619 -0.751 -0.92
H -2.093 2.116 -2.733 0.042 -0.352 0.180 0.25
C -1.621 0.133 2.677 -0.236 0.132 0.240 -0.24
O 3.079 -0.622 2.335 -0.245 0.140 0.143 -0.90
C 0.711 0.072 3.303 -0.897 -0.588 1.108 -0.31
H -2.952 -1.009 3.985 0.811 0.240 -0.207 0.22
C -1.913 -0.678 3.790 0.309 -0.193 0.333 -0.20
C -2.799 -1.058 -1.837 -0.601 0.017 -0.391 -0.51
S 2.286 0.524 2.667 -0.355 0.837 -0.763 2.27
H 2.323 2.365 -1.458 0.101 -0.487 -0.346 0.20
C -2.183 1.038 -2.609 -0.444 -0.599 0.220 -0.29
C 0.264 1.348 1.391 3.444 -0.123 -0.188 -0.02
H 1.434 1.808 -3.972 0.299 -0.212 0.137 0.18
Cl 0.078 -2.356 0.476 -0.659 0.321 -0.112 -0.58
C 1.907 1.096 -3.288 0.046 -0.504 0.454 -0.38
H 3.107 0.056 -0.320 0.023 0.010 -0.732 0.21
C -0.884 -1.058 4.680 -0.265 -0.031 -0.188 -0.20
H -3.378 0.826 -0.708 -0.237 -0.140 -0.664 0.24
H 2.747 -1.949 -2.102 0.043 0.459 -0.203 0.19
H 1.697 -0.865 -4.372 0.233 0.140 0.140 0.18
N 1.593 1.194 1.278 -0.947 1.080 0.834 -0.68
C -1.597 0.066 -3.461 -0.367 -0.140 0.653 -0.23
H -2.428 0.470 2.002 0.384 -0.010 0.429 0.22
C 0.451 -0.679 4.441 -0.412 0.041 -0.453 -0.17
H -1.633 -2.166 -3.420 0.025 0.266 0.286 0.25
C -1.928 -1.221 -2.968 -0.359 0.408 0.439 -0.29
H -1.051 0.272 -4.378 0.136 -0.062 0.519 0.25
C -2.977 0.360 -1.624 -0.089 -0.217 -0.399 -0.48
H -3.065 -1.862 -1.127 -0.347 0.309 -0.619 0.24
C 2.362 1.391 -1.966 -0.470 -0.354 -0.158 -0.35



Entry 2:
45
Properties=species:S:1:pos:R:3:forces:R:3:nbo_charge:R:1 method="wB97M-V/def2-TZVPD" charge=+3 max_force_ev_per_a=0.8 homo_energy_ev=-19.9 lumo_energy_ev=-13.30 orbital_gap_ev=6.6 spin_multiplicity=1
H -2.646 -0.904 -3.328 0.035 0.037 -0.068 0.29
H -4.157 -4.248 3.084 -0.030 -0.040 0.025 0.54
F 1.415 1.282 3.988 -0.047 -0.055 -0.091 -0.22
O 0.754 -1.645 0.375 -0.143 -0.317 0.155 -0.59
N 0.403 -0.970 -2.070 -0.116 -0.144 0.098 -0.49
F 0.022 0.298 2.624 0.137 0.069 0.008 -0.32
C -1.677 1.057 -3.436 -0.057 -0.040 -0.026 -0.44
C -2.727 0.760 0.828 0.399 0.232 -0.276 0.76
H -1.850 -4.266 2.211 0.007 -0.005 -0.009 0.30
H -4.584 -0.875 2.148 -0.003 -0.001 -0.004 0.31
O 3.146 1.200 1.753 -0.117 0.186 0.043 -0.27
C 1.084 -2.270 -4.386 0.051 -0.018 0.010 -0.03
C -1.250 -2.487 1.211 -0.052 -0.206 0.066 0.12
C -3.405 -2.712 2.200 -0.107 0.026 0.037 0.46
O -3.514 1.604 0.974 -0.070 -0.105 0.080 -0.33
H -1.790 1.031 -4.522 -0.006 -0.013 0.010 0.27
C 1.673 -1.434 -2.233 -0.010 -0.038 -0.119 0.07
H -0.276 2.379 -1.268 -0.030 0.033 0.018 0.54
O 0.787 -3.810 1.087 -0.111 -0.044 0.025 -0.33
Mo -0.060 -0.099 -0.219 0.606 0.475 -0.152 2.05
H -2.086 -0.324 -1.795 0.040 -0.014 -0.098 0.19
C -0.320 1.660 -3.145 0.033 0.052 -0.049 -0.07
H -0.957 -1.911 -4.971 -0.004 -0.001 0.001 0.28
O -1.459 1.035 0.172 -0.439 -0.005 0.167 -0.61
H -0.274 2.718 -3.398 -0.010 -0.019 0.018 0.26
H 0.498 1.161 -3.661 -0.040 -0.010 0.007 0.21
H -2.485 1.683 -3.056 0.025 0.016 0.007 0.26
C -1.817 -0.369 -2.866 -0.059 0.014 0.136 -0.43
C 1.998 1.182 1.725 0.189 -0.447 -0.017 0.71
C -2.137 -3.270 1.894 0.043 0.142 -0.066 -0.22
C -2.693 -0.680 1.171 -0.210 -0.007 0.086 0.10
C 0.162 -2.841 0.925 0.319 0.311 -0.204 0.75
C 0.894 1.340 2.804 -0.033 0.263 0.140 0.92
C -3.660 -1.357 1.851 0.154 0.008 -0.075 -0.18
C -0.530 -1.109 -3.044 0.091 -0.037 -0.083 0.26
H 1.346 -2.795 -5.296 -0.003 -0.001 -0.010 0.28
C 2.042 -2.069 -3.393 0.014 0.034 0.093 -0.21
N -1.526 -1.240 0.790 0.051 -0.119 0.113 -0.47
O -4.356 -3.332 2.826 0.091 0.026 -0.040 -0.53
O 0.004 1.560 -1.705 0.106 -0.080 -0.007 -0.69
H 3.059 -2.419 -3.502 -0.005 -0.002 -0.013 0.29
H 2.368 -1.291 -1.416 -0.004 -0.024 -0.041 0.26
F 0.224 2.459 2.609 0.075 -0.106 -0.062 -0.26
O 1.314 0.841 0.409 -0.660 -0.063 0.133 -0.54
C -0.202 -1.786 -4.205 -0.100 0.040 0.038 -0.22



Entry 3:
39
Properties=species:S:1:pos:R:3:forces:R:3:nbo_charge:R:1 method="wB97M-V/def2-TZVPD" charge=-2 max_force_ev_per_a=2.4 homo_energy_ev=-0.4 lumo_energy_ev=4.75 orbital_gap_ev=5.1 spin_multiplicity=1
C 0.500 4.356 -1.364 0.338 0.485 1.436 -0.34
Mg 0.770 0.418 -0.127 0.609 -0.933 0.655 1.73
C -0.042 3.149 -0.818 -1.468 1.298 -0.212 0.46
C -2.596 -1.094 0.402 -1.136 1.502 0.620 -0.22
C 1.705 -5.156 -0.615 -0.469 1.029 -0.064 -0.31
C -2.095 -0.022 1.401 0.855 0.132 -0.201 -0.23
H 1.516 4.269 -1.725 -0.087 0.037 -0.634 0.21
H -3.218 -1.795 0.972 -0.068 -0.388 0.199 0.14
H -1.670 6.719 -0.130 0.424 -0.707 0.027 0.19
H 1.817 -6.199 -0.652 0.589 -1.331 0.324 0.18
C -0.022 5.605 -1.021 0.546 -0.044 -0.891 -0.18
O 0.812 -1.199 -1.236 0.659 1.065 -0.242 -0.87
S 4.586 -1.734 1.990 -0.553 0.171 -0.015 -0.32
H -2.881 0.501 1.936 -0.598 -0.072 -0.009 0.16
H -2.597 4.621 0.959 0.375 0.152 -0.254 0.19
C 2.687 -4.271 -1.120 -2.159 -0.813 0.645 -0.18
C -1.108 -2.806 -0.009 0.629 -1.347 0.513 0.17
H 0.483 6.531 -1.360 -0.237 -0.676 0.070 0.19
H -1.683 -3.471 0.684 0.022 0.113 -0.269 0.11
C 1.122 -2.399 -0.976 -0.281 -1.376 -0.655 0.45
H -0.280 -5.232 0.199 -1.136 -1.319 0.725 0.18
C -1.190 5.734 -0.288 -0.799 -0.011 0.904 -0.34
C -1.706 4.573 0.311 -0.893 0.969 -0.180 -0.14
O 0.357 2.011 -1.169 0.855 -0.436 -0.213 -0.84
C 0.155 -3.336 -0.496 -0.312 0.904 0.898 -0.25
C 3.213 -0.831 1.607 -0.562 1.244 -0.384 -0.46
H 3.161 -2.255 -1.507 0.551 0.498 -0.414 0.22
C -1.193 3.323 0.069 1.695 -0.687 -0.579 -0.26
C -1.737 2.149 0.708 -0.740 0.909 -0.033 0.16
N -1.484 -1.638 -0.235 -0.275 0.935 -0.800 -0.46
N -1.226 0.997 0.761 -0.435 -1.315 0.216 -0.52
H -2.732 2.319 1.152 0.015 -0.039 0.120 0.12
C 2.397 -2.957 -1.271 0.019 0.855 0.394 -0.29
H 3.613 -4.683 -1.373 1.490 -0.325 -0.389 0.19
S 3.284 0.634 0.584 0.264 -0.430 -0.128 -0.56
H -1.491 -0.526 2.148 0.244 -0.195 0.107 0.22
H -3.278 -0.594 -0.323 0.404 -0.216 0.184 0.17
S 1.574 -1.060 2.147 0.081 -0.565 0.117 -0.49
C 0.478 -4.653 -0.215 1.544 0.926 -1.590 -0.16



Entry 4:
38
Properties=species:S:1:pos:R:3:forces:R:3:nbo_charge:R:1 method="wB97M-V/def2-TZVPD" max_force_ev_per_a=18.4 relative_energy_kcal_mol=356.7 homo_energy_ev=-7.6 lumo_energy_ev=-0.47 orbital_gap_ev=7.2 spin_multiplicity=1
H -0.324 1.626 2.354 -1.794 1.727 2.106 0.20
C 0.487 -4.573 -2.556 -2.578 -2.648 -2.203 0.06
C -4.769 3.703 -1.154 -8.623 -3.408 -7.140 -0.31
H 0.777 1.039 4.259 -7.778 6.544 5.719 0.18
C -2.103 1.284 -0.900 2.055 5.388 8.205 0.70
C 1.110 -2.565 -2.125 0.647 2.725 1.340 0.29
H -0.621 -0.206 -1.707 -5.659 -0.876 -1.045 0.41
C 2.442 -0.305 4.613 1.957 1.079 -2.631 -0.26
H 0.717 -0.967 -3.625 2.269 0.417 2.646 0.21
O 0.330 -3.296 -3.000 1.675 0.577 1.036 -0.43
C 1.236 -4.539 -1.441 0.017 -7.841 2.388 -0.33
N -0.962 1.727 0.202 3.256 -11.904 -12.461 -0.64
H 2.580 -0.411 5.710 -0.192 0.323 -0.978 0.22
H -0.153 -5.506 -3.154 2.244 3.253 2.044 0.22
S 2.804 -0.703 2.071 -0.912 1.965 -0.090 0.45
H -4.529 1.787 -2.245 -2.225 -5.019 -5.200 0.21
C 1.290 -0.895 -2.499 -6.615 -6.191 -4.103 -0.22
C 3.427 -0.739 3.631 -5.539 0.973 3.234 -0.43
H 1.481 -5.481 -0.849 -0.479 1.067 -1.077 0.22
H -4.070 5.179 0.367 -0.782 -1.340 -1.228 0.23
C 0.869 0.236 -0.501 2.760 -3.489 -0.623 0.61
H 4.169 -1.420 3.792 2.160 -1.399 0.756 0.22
C 1.374 0.525 3.838 9.871 -7.131 13.839 -0.20
O -2.897 3.546 0.101 -3.060 -3.086 -3.203 -0.43
H 2.306 -0.686 -2.556 1.264 1.225 0.458 0.25
O -2.196 0.199 -1.296 -0.916 -2.306 -2.250 -0.55
H 2.316 -2.699 -0.319 -1.626 -2.353 -0.927 0.28
H -5.915 3.919 -1.633 3.592 0.349 1.797 0.25
O 2.077 -0.059 -0.202 -3.034 0.978 -1.921 -0.64
C -3.146 2.368 -0.697 0.222 -1.481 -3.578 0.15
C -4.262 2.401 -1.589 5.676 7.453 9.808 -0.18
H -1.301 2.309 0.713 -4.508 8.647 8.043 0.34
C 1.589 -3.347 -0.983 1.208 8.387 -3.115 -0.35
C 0.404 1.053 1.954 2.417 -4.864 -7.290 -0.11
C 1.440 0.357 2.691 0.699 -1.714 -16.906 -0.17
C -4.087 4.226 -0.251 5.077 5.304 6.480 0.11
N 0.292 -0.209 -1.742 9.885 3.135 4.447 -0.60
C 0.101 0.768 0.585 -2.630 5.536 3.622 0.05



Entry 5:
44
Properties=species:S:1:pos:R:3:forces:R:3:nbo_charge:R:1 method="wB97M-V/def2-TZVPD" charge=+2 max_force_ev_per_a=1.6 relative_energy_kcal_mol=18.6 homo_energy_ev="-13.9 / -13.9" lumo_energy_ev="-8.59 / -8.59" orbital_gap_ev="5.3 / 5.3" spin_multiplicity=1
C 0.634 -4.502 -2.543 0.016 0.019 -0.065 -0.37
C 4.804 -0.071 -0.836 0.056 0.098 -0.176 -0.19
H -5.305 1.740 4.127 0.034 0.001 -0.027 0.24
H 5.425 0.815 -0.912 -0.030 -0.043 -0.009 0.24
H -5.665 1.355 1.710 0.028 0.003 0.010 0.24
C 2.823 -1.164 0.037 -0.083 -0.231 0.237 -0.19
H -3.748 1.359 0.160 -0.009 -0.007 0.014 0.22
H 0.624 -5.930 -0.923 -0.024 0.024 -0.012 0.26
S -2.881 5.124 -4.393 0.084 0.155 -0.245 -0.37
C 3.215 -2.341 -0.581 -0.030 0.008 0.013 -0.20
H 1.966 -1.162 0.706 0.091 0.009 -0.102 0.22
C 4.379 -2.380 -1.337 0.024 0.004 -0.027 -0.16
N -0.037 1.742 1.295 0.356 -0.075 -0.129 -0.08
S -2.844 1.669 -2.658 0.211 -0.390 0.289 -0.11
S -4.978 4.240 -0.887 -0.224 0.079 0.231 -0.41
N -1.210 1.676 0.791 -0.296 -0.365 0.395 -0.30
N 3.308 1.180 0.565 0.287 -0.410 -0.304 -0.21
C 0.997 1.314 0.545 -0.132 -0.123 -0.012 0.01
H 6.099 -1.288 -2.021 -0.015 0.001 -0.002 0.25
H -0.358 -4.026 0.612 0.016 0.002 -0.067 0.25
H -3.018 2.140 4.986 -0.004 0.013 -0.018 0.24
H 2.624 -3.236 -0.442 -0.007 0.000 -0.026 0.24
C -4.667 1.528 2.092 -0.017 -0.014 -0.043 -0.18
C -3.588 1.528 1.219 -0.351 -0.063 -0.127 -0.25
S 0.567 0.507 -1.024 0.310 0.388 0.268 0.14
C 3.614 -0.037 -0.122 -0.019 0.437 0.044 0.04
H -1.096 2.145 3.436 -0.010 -0.039 0.031 0.25
H 4.099 1.756 0.839 0.028 -0.190 0.267 0.43
C -4.464 1.744 3.445 -0.018 0.015 0.014 -0.16
H 1.040 -5.066 -3.371 -0.025 0.033 0.080 0.27
C -2.319 1.742 1.716 0.528 0.212 -0.208 0.14
C -3.178 1.967 3.930 -0.002 -0.006 -0.014 -0.17
N 2.207 1.627 0.986 -0.476 0.424 0.131 -0.06
Sb -3.594 4.290 -2.540 -0.120 -0.176 -0.150 1.32
S 0.180 -2.873 -2.765 0.061 -0.072 -0.254 0.52
C -2.096 1.965 3.070 0.061 0.056 0.132 -0.23
C 5.177 -1.248 -1.457 0.026 -0.047 -0.002 -0.17
Te -1.202 -1.085 -0.332 -0.146 -0.153 0.281 0.71
S -0.981 4.095 -1.244 0.456 -0.797 0.116 0.05
Re -1.269 2.011 -1.239 -0.598 1.373 -0.547 0.40
H 4.681 -3.304 -1.813 -0.005 0.018 0.012 0.24
C 0.414 -4.927 -1.266 -0.109 0.122 0.208 -0.25
C -0.263 -2.723 -1.123 -0.213 0.058 -0.256 -0.62
C -0.116 -3.897 -0.436 0.290 -0.351 0.050 -0.23



Number 1: total energy -3276.71912 hartree. Number 2: total energy -1734.41388 hartree. Number 3: total energy -2311.01191 hartree. Number 4: total energy -1464.35444 hartree. Number 5: total energy -3850.23109 hartree.